Here is a molecular structure, C42H41N2O4P2SSiTl from the OMol25 dataset. Energies are from ωB97M-V/def2-TZVPD.

Cartesian coordinates (Å):
1 Tl -1.533 0.614 0.866
2 C -5.381 -4.840 3.641
3 Si -3.703 -3.982 3.382
4 C -3.545 -2.666 4.723
5 C -2.423 -5.335 3.691
6 C -3.756 -3.195 1.681
7 C -4.895 -3.183 0.892
8 C -4.952 -2.439 -0.281
9 C -3.865 -1.648 -0.599
10 N -2.743 -1.629 0.124
11 C -2.637 -2.421 1.224
12 S -1.123 -2.460 2.037
13 H -5.395 -5.355 4.606
14 H -5.575 -5.587 2.865
15 H -6.208 -4.124 3.631
16 H -3.411 -3.118 5.711
17 H -4.425 -2.017 4.761
18 H -2.671 -2.048 4.517
19 H -2.576 -5.796 4.673
20 H -1.427 -4.899 3.654
21 H -2.481 -6.121 2.932
22 H -5.767 -3.756 1.196
23 H -5.839 -2.426 -0.901
24 H -3.884 -0.974 -1.449
25 O -3.341 0.918 -3.060
26 C -2.760 1.297 -2.037
27 O -3.229 1.342 -0.855
28 C -1.283 1.767 -2.152
29 O -0.997 2.725 -2.870
30 O -0.440 1.103 -1.417
31 C 3.749 1.418 -0.311
32 N 4.038 1.897 1.049
33 C 3.910 0.922 2.114
34 P 2.177 0.219 2.437
35 C 2.442 -1.496 1.824
36 C 1.529 -1.996 0.898
37 C 1.697 -3.263 0.352
38 C 2.774 -4.048 0.732
39 C 3.690 -3.562 1.658
40 C 3.527 -2.294 2.196
41 C 2.383 0.062 4.272
42 C 2.335 1.287 4.948
43 C 2.370 1.348 6.332
44 C 2.430 0.175 7.075
45 C 2.441 -1.046 6.420
46 C 2.408 -1.104 5.031
47 C 4.946 2.934 1.218
48 C 4.872 4.078 0.403
49 C 5.717 5.153 0.602
50 C 6.677 5.138 1.609
51 C 6.784 4.006 2.401
52 C 5.943 2.918 2.209
53 P 1.878 1.200 -0.782
54 C 2.306 0.585 -2.464
55 C 1.769 1.100 -3.644
56 C 2.092 0.536 -4.872
57 C 2.944 -0.557 -4.951
58 C 3.445 -1.108 -3.781
59 C 3.117 -0.551 -2.553
60 C 1.671 3.022 -0.928
61 C 2.188 3.796 -1.964
62 C 1.965 5.164 -2.005
63 C 1.246 5.789 -0.996
64 C 0.770 5.036 0.067
65 C 0.978 3.665 0.094
66 H 4.249 0.445 -0.419
67 H 4.223 2.101 -1.014
68 H 4.172 1.402 3.052
69 H 4.599 0.085 1.939
70 H 0.678 -1.387 0.617
71 H 0.984 -3.636 -0.371
72 H 2.905 -5.038 0.312
73 H 4.537 -4.169 1.959
74 H 4.251 -1.926 2.913
75 H 2.253 2.203 4.370
76 H 2.316 2.307 6.832
77 H 2.438 0.215 8.158
78 H 2.451 -1.968 6.989
79 H 2.362 -2.068 4.541
80 H 4.109 4.129 -0.363
81 H 5.606 6.028 -0.028
82 H 7.326 5.990 1.769
83 H 7.540 3.958 3.176
84 H 6.087 2.041 2.824
85 H 1.062 1.921 -3.598
86 H 1.650 0.946 -5.773
87 H 3.197 -0.989 -5.912
88 H 4.082 -1.985 -3.820
89 H 3.485 -1.027 -1.651
90 H 2.766 3.327 -2.751
91 H 2.347 5.745 -2.837
92 H 1.048 6.853 -1.047
93 H 0.223 5.518 0.869
94 H 0.590 3.075 0.917

## Properties
Multiplicity ... 1
Net charge ... -2
Energy above the lowest of the compared OMol25 structures with the same formula, charge and spin ... 0.000 eV
HOMO-LUMO gap ... 6.12 eV

Here is 2 unconnected molecules or ions with the total composition C2H8NO from the OMol25 dataset. Energies are from ωB97M-V/def2-TZVPD.

Cartesian coordinates (Å):
1 C 0.920 -1.148 0.668
2 C 1.137 0.820 -0.721
3 N 0.406 -0.036 -0.152
4 H 0.121 -1.386 1.401
5 H 1.812 -0.878 1.283
6 H 0.857 -2.032 0.041
7 H 2.248 0.788 -0.680
8 H 0.621 1.565 -1.301
9 H -0.638 -0.084 -0.346
10 H -2.432 1.167 0.692
11 H -2.846 0.605 -0.801
12 O -2.205 0.618 -0.085

## Properties
Multiplicity ... 1
Net charge ... +1
Energy above the lowest of the compared OMol25 structures with the same formula, charge and spin ... 0.954 eV
HOMO-LUMO gap ... 11.94 eV

| no. | LUMO (eV) | strongest force on any atom (eV/A) | HOMO energy (eV) |
| --- | --- | --- | --- |
| 1 | 4.0 | 1.1 | -2.09 |
| 2 | -4.7 | 1.9 | -16.62 |